(1)
29
Properties=species:S:1:pos:R:3 method="wB97M-V/def2-TZVPD" total_energy_ev=-18703.3088 lumo_energy_ev=0.1 relative_energy_kcal_mol=119.48
C -3.3356 2.6028 0.4009
C -3.5336 1.5715 1.2741
C -2.0604 2.6881 -0.1236
C -2.6395 0.5077 1.3779
C -1.1195 1.6464 -0.1623
C 0.2624 1.9652 -0.4232
C 1.2930 1.6537 0.6491
C -0.8741 -0.7111 0.2283
C 2.3352 -1.9427 -1.1431
C 0.1541 -0.9230 -0.7976
C 1.3171 -1.6126 -0.1204
N -1.5604 0.4456 0.4466
N 0.7624 0.8884 1.7844
O 0.0585 1.5484 2.5152
O 0.7216 2.4655 -1.4175
H -4.0373 3.3256 0.0649
H -4.4013 1.6156 1.7895
H -1.7394 3.7004 -0.4781
H -2.8895 -0.4288 1.9520
H 1.9800 1.0508 0.0629
H 1.8133 2.5781 1.0169
H -1.1825 -1.6017 0.7526
H 2.7659 -1.0225 -1.4546
H 2.0274 -2.5044 -2.0269
H 3.0677 -2.5745 -0.6736
H -0.4059 -1.5151 -1.5744
H 0.6262 -0.0612 -1.2364
H 1.8439 -1.0148 0.5803
H 0.9799 -2.4914 0.2613

***

(2)
30
Properties=species:S:1:pos:R:3 method="wB97M-V/def2-TZVPD" total_energy_ev=-20752.0205 lumo_energy_ev=0.6 relative_energy_kcal_mol=147.29
C 0.2707 -0.1407 -0.0083
C 1.5618 -0.4993 0.5113
C -0.7372 -0.6720 0.9234
C -2.0276 -0.1563 0.3813
C -2.9427 -0.9159 -0.2023
C -2.5100 1.1779 0.6079
C -4.3213 -0.5978 -0.4643
C -3.8288 1.6398 0.3090
C -4.7781 0.6571 -0.1872
C 4.0338 -0.7219 0.0333
C 4.4162 0.6572 -0.2853
H -0.7332 0.1296 -1.6814
H 0.3511 -1.5291 -1.9668
H 0.4638 1.0236 0.0558
H -0.5757 -0.2433 1.9430
H -0.7965 -1.7031 1.0365
H -2.7716 -2.0373 -0.3475
H -1.8977 1.8391 1.2690
H -4.9574 -1.4579 -0.8115
H -3.9724 2.6485 0.1868
H -5.7336 1.2880 -0.2624
H 2.5738 -0.1073 -1.3109
H 4.8281 -1.6225 -0.2698
H 4.1046 -0.7166 1.1746
H 5.9370 1.7114 -0.0412
N 0.1255 -0.3918 -1.5008
N 2.6667 -1.0931 -0.3579
O 1.8005 -0.4429 1.7513
O 3.7803 1.5395 -0.7237
O 5.6698 0.7371 0.2381

***

(3)
30
Properties=species:S:1:pos:R:3 method="wB97M-V/def2-TZVPD" total_energy_ev=-31189.0449 lumo_energy_ev="-4.2 / -4.1" relative_energy_kcal_mol=22.70 charge=+1
C 0.0939 -0.5484 -4.0740
C -1.0436 -1.3020 -4.4234
C -0.7920 -2.6825 -4.1482
C 0.5387 -2.8104 -3.6444
C 1.1317 -1.5308 -3.5820
Pb 1.6008 1.3836 -1.1378
P -0.5910 2.9254 -0.8094
H 0.2427 0.5268 -4.1477
H -1.9606 -0.8973 -4.8534
H -1.4944 -3.5018 -4.3002
H 2.1421 -1.2604 -3.2790
H 1.0239 -3.7383 -3.3454
H -1.6114 2.4974 0.1150
H -1.3405 3.0387 -2.0354
H -0.4185 4.3149 -0.4600
N 0.3864 0.6169 5.5143
C 0.9475 1.1385 4.3701
O 1.7355 2.0771 4.3913
C 0.4717 0.5251 3.0794
C -0.6923 -0.2561 2.9653
C -1.0837 -0.7217 1.7114
C -0.3155 -0.4346 0.5939
N 0.8241 0.3106 0.7094
C 1.1928 0.8228 1.9331
H 0.8058 0.9165 6.3823
H -0.0251 -0.3053 5.5119
H -1.2875 -0.4767 3.8500
H -1.9919 -1.3087 1.5864
H -0.5716 -0.7761 -0.4109
H 2.0820 1.4569 1.9374